Record 1
Molecular formula: C4H8O3
Method: DFT, ωB97M-V with the def2-TZVPD basis set

The geometry in XYZ format:
```
15
Properties=species:S:1:pos:R:3:forces:R:3:nbo_charge:R:1
C 1.4728 -0.0174 0.6457 -0.2 -0.1 -0.3 -0.63
C 0.1975 -0.0889 -0.1752 0.0 0.3 0.3 0.17
O 0.2346 -1.1170 -1.1376 0.1 -0.3 -0.2 -0.72
C -0.2888 1.2293 -0.7863 0.2 -0.2 -0.1 -0.08
O -1.4697 1.3295 -0.0082 0.2 -2.6 1.5 -0.60
C -1.1104 -0.1757 0.6709 -0.2 3.1 -1.5 0.37
O -1.9874 -1.1194 0.3374 -0.3 -0.3 0.0 -0.66
H 1.6380 -0.9570 1.1734 0.0 -0.1 0.1 0.21
H 1.4009 0.7860 1.3734 0.0 0.1 0.1 0.23
H 2.3206 0.1733 -0.0124 0.0 0.0 0.0 0.22
H 0.6462 -1.9020 -0.7473 -0.1 0.2 -0.1 0.48
H 0.3785 2.0803 -0.6208 0.1 0.0 -0.1 0.17
H -0.5123 1.1417 -1.8548 0.1 0.0 0.0 0.18
H -1.0647 -0.0191 1.7422 -0.1 -0.1 0.1 0.18
H -1.8557 -1.3434 -0.6003 0.1 0.0 0.2 0.50
```
Forces are in eV/Å.

Computed properties:
Energy relative to the best compared isomer or geometry (same formula, charge and spin), eV: 2.263
Total energy, a.u.: -382.88165
Structure (SMILES): C[C@]1(O)CO[C@H]1O

---

Record 2
Molecular formula: C4H8O3
Method: DFT, ωB97M-V with the def2-TZVPD basis set

The geometry in XYZ format:
```
15
Properties=species:S:1:pos:R:3:forces:R:3:nbo_charge:R:1
C -0.8505 0.6995 -1.1594 0.0 0.0 -0.1 -0.61
C -0.8575 0.2719 0.3173 -0.1 0.0 0.1 -0.51
C 0.4639 0.0378 0.9897 0.0 -0.4 0.3 0.51
O 0.7386 -0.9214 1.6798 -0.2 0.5 -0.3 -0.52
C 1.4905 1.1744 0.8852 0.6 0.0 0.2 0.32
O 2.5922 1.0509 1.3489 -0.5 0.2 -0.3 -0.43
H -0.9343 -0.1766 -1.8072 0.1 0.1 0.2 0.24
H -1.6986 1.3627 -1.3556 0.1 -0.1 0.0 0.21
H 0.0554 1.2287 -1.4741 -0.1 0.0 0.2 0.21
H -1.4849 -0.6116 0.4555 0.1 0.2 0.1 0.24
H -1.2759 1.0761 0.9422 -0.1 0.0 -0.1 0.23
H 1.1556 2.0988 0.3697 0.1 -0.1 0.1 0.12
O 0.3748 -2.2272 -0.6913 -0.3 -0.4 0.0 -0.96
H -0.3029 -2.9130 -0.7630 0.2 0.1 -0.1 0.47
H 0.5336 -2.1510 0.2622 0.0 -0.1 -0.1 0.49
```
Forces are in eV/Å.

Computed properties:
Energy relative to the best compared isomer or geometry (same formula, charge and spin), eV: 1.834
Total energy, a.u.: -382.89743
Structure (SMILES): CCC(=O)C=O.O

---

Record 3
Molecular formula: C4H8O3
Method: DFT, ωB97M-V with the def2-TZVPD basis set

The geometry in XYZ format:
```
15
Properties=species:S:1:pos:R:3:forces:R:3:nbo_charge:R:1
C -2.1417 0.5246 -1.1850 0.0 -0.1 0.2 -0.60
C -0.7043 0.2047 -0.7131 -0.6 0.1 0.0 -0.52
C -0.2799 1.1601 0.3663 0.1 0.1 0.2 0.49
O 0.3854 0.9410 1.3576 -0.3 0.0 -0.5 -0.57
H -2.8675 0.1941 -0.4374 0.0 0.1 -0.1 0.21
H -2.3789 0.0335 -2.1378 0.2 0.0 0.3 0.22
H -2.2743 1.6030 -1.3554 0.1 -0.2 0.1 0.20
H -0.0839 0.3989 -1.5839 0.6 0.0 0.0 0.24
H -0.5624 -0.8326 -0.4016 0.0 0.2 -0.1 0.25
H -0.6434 2.1933 0.2079 0.0 0.1 0.0 0.10
O 1.7694 -1.5335 -0.0295 0.4 -0.1 0.4 -0.62
C 2.4714 -1.5865 0.9533 -0.1 -0.1 -0.3 0.66
O 2.3748 -0.8053 2.0180 -0.2 0.0 -0.1 -0.69
H 3.2919 -2.3074 1.0836 -0.1 0.0 -0.1 0.11
H 1.6218 -0.1868 1.8568 0.0 0.0 0.0 0.52
```
Forces are in eV/Å.

Computed properties:
Energy relative to the best compared isomer or geometry (same formula, charge and spin), eV: 0.890
Total energy, a.u.: -382.93210
Structure (SMILES): CCC=O.O=CO